(1)
7 unconnected molecules or ions with the total composition C10H34O7, computed with wB97M-V/def2-TZVPD.

Summary:
SMILES: CCO.CCO.CCO.CO.CO.CO.CO
energy above the lowest of the compared OMol25 structures with the same formula, charge and spin: 83.2 kcal per mole
gap between HOMO and LUMO: 10.0461 eV
multiplicity: 1

Last column: natural (NBO) charge in e.
Geometry (Å):
O: -6.097 9.308 1.022  -0.7606
O: -5.798 11.888 2.299  -0.7753
O: -6.942 10.227 4.595  -0.7423
O: -3.450 16.105 5.252  -0.7149
O: -4.011 10.804 -0.587  -0.7475
O: -2.437 15.273 -0.801  -0.7445
O: -0.587 15.662 1.357  -0.7212
C: -3.666 10.297 -1.863  -0.2468
C: -5.090 15.836 7.114  -0.6188
C: -7.061 10.636 5.942  -0.2538
C: -0.466 14.320 1.832  -0.2777
C: -4.530 12.548 2.426  -0.0644
C: -4.813 16.181 5.641  -0.0687
C: -6.176 8.383 -0.066  -0.2704
C: -3.261 14.137 -0.566  -0.0597
C: -3.995 12.293 3.835  -0.6383
C: -4.214 13.932 -1.755  -0.6364
H: -6.577 8.874 1.741  0.4951
H: -4.735 14.882 -1.901  0.2081
H: -1.394 13.773 1.951  0.1772
H: -4.883 13.107 -1.540  0.2251
H: -3.374 9.246 -1.777  0.1594
H: -2.813 10.886 -2.183  0.1907
H: -3.930 14.350 0.280  0.1364
H: -2.952 12.620 3.707  0.2065
H: -3.860 12.166 1.649  0.1833
H: -3.912 11.222 4.020  0.2118
H: -4.698 14.881 7.461  0.2108
H: -4.757 13.597 2.228  0.1720
H: -5.283 15.327 5.133  0.1521
H: 0.248 13.812 1.174  0.1922
H: -2.699 13.240 -0.291  0.1592
H: -7.111 7.830 -0.173  0.1892
H: -7.815 11.362 6.251  0.1650
H: -4.469 10.330 -2.603  0.1622
H: -6.181 15.778 7.143  0.2088
H: -7.149 9.709 6.512  0.1789
H: -4.592 12.781 4.598  0.2099
H: -1.795 15.271 -0.064  0.4819
H: -4.666 10.265 -0.129  0.4817
H: -5.344 17.122 5.483  0.1651
H: -3.599 13.912 -2.658  0.2077
H: -1.317 16.081 1.825  0.4703
H: -6.599 10.980 4.088  0.4881
H: -3.466 16.289 4.308  0.4614
H: 0.196 14.320 2.709  0.1794
H: -6.157 8.972 -0.991  0.1814
H: -4.772 16.624 7.797  0.2053
H: -6.111 11.043 6.324  0.1545
H: -5.304 7.725 -0.090  0.1772
H: -5.775 10.982 1.979  0.4936

---

(2)
8 unconnected molecules or ions with the total composition C10H36BF4N6O7, computed with wB97M-V/def2-TZVPD.

Summary:
gap between HOMO and LUMO: 8.8185 eV
multiplicity: 1
charge: -1

Last column: natural (NBO) charge in e.
Geometry (Å):
F: -30.660 6.007 4.123  -0.5867
F: -31.090 5.657 1.889  -0.5672
F: -31.778 4.115 3.418  -0.5890
F: -32.794 6.206 3.392  -0.5625
O: -31.269 3.396 8.036  -0.6943
O: -31.304 -1.077 4.177  -0.6762
O: -35.778 1.786 -0.321  -0.5358
O: -28.617 7.164 2.351  -0.9529
O: -33.664 9.682 3.718  -0.5561
O: -29.499 6.839 -0.234  -0.9250
O: -28.702 8.224 5.113  -0.9424
N: -30.340 3.808 6.012  -0.8650
N: -32.699 0.231 2.928  -0.8572
N: -31.313 1.180 4.499  -0.8491
N: -32.380 3.082 -0.023  -0.8336
N: -32.527 4.432 6.460  -0.8465
N: -31.508 8.911 2.067  -0.7994
C: -36.337 0.815 -1.156  -0.2433
C: -31.299 11.205 2.768  -0.6156
C: -34.695 9.479 4.639  -0.2443
C: -31.740 0.027 3.890  0.7750
C: -31.370 3.871 6.910  0.7692
C: -31.299 9.764 3.261  -0.0824
C: -32.381 9.503 4.303  -0.0815
C: -34.365 1.748 -0.374  -0.0638
C: -34.502 4.136 0.437  -0.6173
C: -33.739 2.825 0.498  -0.0655
B: -31.611 5.500 3.177  1.3322
H: -32.307 11.503 2.473  0.2022
H: -30.933 11.861 3.563  0.1906
H: -37.422 0.936 -1.160  0.1872
H: -32.256 8.447 4.581  0.1898
H: -32.539 4.887 5.560  0.4117
H: -30.337 9.519 3.709  0.2064
H: -29.997 7.185 -0.980  0.4528
H: -34.091 4.894 1.105  0.2307
H: -29.932 6.013 -0.001  0.4729
H: -34.444 4.538 -0.577  0.2060
H: -31.745 2.058 4.254  0.4107
H: -34.729 8.427 4.973  0.1683
H: -31.865 2.201 -0.026  0.3434
H: -32.879 1.150 2.565  0.3887
H: -28.929 7.693 5.883  0.4845
H: -34.024 1.904 -1.407  0.1714
H: -36.049 0.941 -2.211  0.1598
H: -33.770 2.491 1.545  0.1502
H: -30.381 4.264 5.114  0.4256
H: -33.022 -0.555 2.399  0.3968
H: -28.601 7.621 3.200  0.4758
H: -35.634 9.548 4.082  0.1841
H: -32.322 10.135 5.201  0.1513
H: -31.736 7.960 2.363  0.3675
H: -32.438 9.217 1.769  0.3338
H: -34.017 0.755 -0.050  0.1522
H: -29.729 3.024 6.139  0.3880
H: -30.784 1.142 5.347  0.4023
H: -30.659 11.309 1.894  0.2187
H: -36.077 -0.202 -0.843  0.1602
H: -35.556 4.001 0.680  0.2157
H: -33.301 4.516 7.088  0.3976
H: -27.969 8.781 5.391  0.4681
H: -28.980 6.300 2.556  0.4693
H: -31.898 3.634 0.688  0.3840
H: -34.638 10.150 5.498  0.1577

---

| no. | molar mass (g mol⁻¹) | DFT total energy (Eh) | HOMO (eV) |
| --- | --- | --- | --- |
| 1 | 266.375 | -927.93954 | -9.63 |
| 2 | 439.237 | -1682.53455 | -6.32 |